[1]
Computed, not measured: C15H25N3STl as an isolated structure, with ωB97M-V/def2-TZVPD.

Positions of all 45 atoms, in Å:
Tl -2.30741 0.05581 -1.24032
S -2.18361 -0.70726 1.58407
N -1.85328 2.35293 -0.51806
N 0.42825 -1.29616 1.63205
N -0.99399 -3.02974 1.16020
C -0.81329 4.31826 -1.42708
C 2.21552 0.40390 1.56894
C 0.79792 0.06692 2.02363
C -2.14213 5.79535 0.57518
C -1.28453 6.40040 -0.35175
C -0.89201 -3.59899 -2.01884
C 0.05467 -4.04238 1.07260
C -0.81878 -1.73625 1.45200
C 0.88930 -4.00990 -0.20940
C 1.88090 -0.12397 -0.92660
C -0.63208 5.67095 -1.35724
C -1.68683 3.63224 -0.49236
C -2.35905 4.44581 0.50427
C 2.30154 0.90134 0.12493
C 0.18048 -4.53370 -1.45914
H -1.76072 -3.52664 -1.36270
H -3.01601 3.93191 1.19587
H -1.24232 -3.95251 -2.98908
H 0.70164 0.16610 3.10598
H 1.23972 -2.99042 -0.39981
H -2.63475 6.39399 1.33073
H 2.44658 -1.05252 -0.81681
H 0.93715 -4.69182 -2.22976
H 0.07985 0.75107 1.57427
H -0.33042 3.71527 -2.18588
H -0.43476 -5.01115 1.16276
H 2.06811 0.25711 -1.93153
H -0.25574 -5.51333 -1.24316
H 2.86334 -0.47147 1.69934
H 3.33118 1.20661 -0.07195
H 0.81610 -0.36082 -0.85426
H 0.01082 6.17887 -2.06330
H 1.77335 -4.62526 -0.02488
H -0.48022 -2.59543 -2.16048
H 1.18376 -1.96127 1.57923
H -1.12167 7.47034 -0.29008
H -1.95535 -3.31329 1.08074
H 0.71019 -3.94481 1.94365
H 2.60882 1.17738 2.22971
H 1.67979 1.79651 0.02433

As for the net charge: +1. As for the HOMO energy: -0.4090 hartree.

Here are the Löwdin charges for atoms 1 to 4, given in e:
1 Tl 0.6465
2 S 0.4971
3 N -0.0002
4 N 0.0234

***

[2]
Computed, not measured: C29H53ClN3O3PS as an isolated structure, with ωB97M-V/def2-TZVPD.

Positions of all 91 atoms, in Å:
Cl 0.76063 -4.51618 5.71508
S -0.87037 -5.20402 -2.11891
P -0.46227 -3.48455 4.33951
O 0.16648 -1.89816 4.24115
O -3.61227 -1.95900 -1.10531
O 4.91735 -1.18887 2.28036
N 0.62209 -5.47876 -1.41998
N -2.74154 -0.83089 0.70808
N -1.77397 -4.60476 -0.84076
C 5.83500 -3.78014 -0.77747
C -0.16437 -4.12697 2.59591
C -5.00926 3.33037 -2.34752
C -6.03406 6.28519 -4.44492
C -5.35052 6.73657 -5.72972
C 0.47440 -5.08845 -0.09246
C -1.13270 3.83221 0.43061
C 6.78484 -1.86051 0.71551
C 4.68153 -0.15444 3.24878
C 1.00577 2.96219 1.58548
C 5.15836 -5.21302 -0.76523
C 3.01737 -5.64634 0.71119
C 1.22803 -4.65440 2.29603
C -2.62718 -3.52516 2.09469
C 3.56491 -5.15749 -0.70395
C 6.18814 -3.32589 0.71617
C 0.68991 1.48055 1.38003
C -3.35955 -1.99664 0.08589
C -3.70706 -3.24249 0.98346
C -5.11689 6.33835 -3.22257
C 1.54200 -5.13915 0.95106
C -1.25681 -4.07520 1.60337
C -0.44923 4.28499 -0.85352
C -0.21622 3.88174 1.65340
C -3.89299 5.42078 -3.28801
C -0.91477 -4.57455 0.23944
C -4.20157 3.93662 -3.48880
C 5.79756 -0.74600 1.24425
C -0.12136 0.87426 2.51866
H 5.43857 -5.70806 -1.74158
H 0.16285 1.33004 0.43287
H -4.47810 3.43415 -1.39727
H 0.40928 0.97128 3.46944
H -4.69663 -2.99759 1.48410
H 4.07437 -0.56283 4.09787
H -3.25438 3.39407 -3.57202
H -3.11614 -4.17228 2.88482
H -6.05663 6.70999 -6.56292
H 0.13284 4.91074 1.79442
H 5.23956 -3.44245 1.30411
H -2.51162 -0.14437 -0.01415
H -0.29063 -0.18835 2.33493
H -3.47935 -0.44900 1.31704
H -5.70501 6.09960 -2.33088
H 5.58946 -5.85887 0.04836
H 3.10409 -6.76378 0.83053
H -6.89381 6.93709 -4.26051
H 4.11332 0.70852 2.78624
H -4.76927 7.36825 -3.08420
H -5.17352 2.26490 -2.52600
H -4.98094 7.76073 -5.63466
H -6.43823 5.27748 -4.57750
H 1.63468 0.93342 1.29488
H 1.67006 3.29585 0.78144
H 5.21589 -0.32344 0.36510
H 3.64324 -5.13431 1.48829
H 5.08532 -3.02926 -1.15106
H 0.39032 3.63766 -1.11481
H 6.95887 -4.01846 1.16418
H -1.53803 2.82464 0.29614
H 0.71199 -1.89905 3.42335
H -4.51016 6.08974 -5.98954
H -3.23009 5.75435 -4.09310
H -0.80498 3.64179 2.54428
H 6.78310 -3.76838 -1.38186
H -0.07898 5.30873 -0.75691
H -5.98856 3.80224 -2.24943
H -3.91632 -4.14062 0.33312
H 6.43238 0.10121 1.64276
H -1.15740 4.25954 -1.68560
H -4.72783 3.78017 -4.43492
H 3.19907 -4.11443 -0.93681
H -1.99197 4.48491 0.61606
H 1.57784 3.07917 2.51292
H 3.16973 -5.83965 -1.51414
H -2.43219 -2.53962 2.61735
H -1.09854 1.35053 2.61779
H 1.98481 -4.65585 3.12393
H 7.09925 -1.64302 -0.35107
H 5.65713 0.23031 3.66177
H -3.32126 5.54210 -2.36063
H 7.74307 -1.78126 1.31446

As for the net charge: 0. As for the HOMO energy: -0.3191 hartree.

Here are the Löwdin charges for atoms 1 to 4, given in e:
1 Cl 0.1494
2 S 0.9995
3 P 0.5962
4 O -0.3751

***

[3]
Computed, not measured: one molecule with the formula C7H10, with ωB97M-V/def2-TZVPD.

Positions of all 17 atoms, in Å:
C 0.41373 0.49996 0.41851
C -1.04122 0.03013 0.38823
C 0.69719 0.67719 -1.03360
C -1.20710 -1.36580 -0.07919
C 1.36167 0.66883 1.56327
C -1.03290 -1.75405 -1.33781
C -0.57413 1.18704 -0.43745
H 0.76614 -0.07660 -1.82366
H 2.33044 1.06999 1.24310
H -1.24589 -2.11955 0.71036
H 0.96334 1.29920 2.36094
H -0.72047 -2.76777 -1.55112
H -1.64295 0.32250 1.25964
H -1.13358 -1.06117 -2.16654
H 1.44306 1.46556 -1.13656
H -0.97090 2.19019 -0.46917
H 1.55997 -0.32554 1.97724

As for the net charge: 0. As for the energy relative to the best compared isomer or geometry (same formula, charge and spin): 3.117 eV. As for the HOMO energy: -0.3230 hartree.

Here are the Löwdin charges for atoms 1 to 4, given in e:
1 C -0.3494
2 C -0.1887
3 C -0.0672
4 C -0.1461

***

[4]
Computed, not measured: a 2-piece molecular cluster, C22H46O4PS2 overall, with ωB97M-V/def2-TZVPD.

Positions of all 75 atoms, in Å:
S 1.81787 3.23209 1.42866
S 5.69084 1.06476 -3.90384
P 2.16687 1.34791 0.68135
O 5.72127 -0.53339 -3.96895
O 7.03927 1.46925 -3.67049
O 4.94916 1.55189 -5.02284
O 3.74638 -2.37879 0.85742
C -2.30087 -0.42851 1.39136
C -6.38406 -0.33171 -0.66276
C 2.04987 -4.17239 0.73135
C 1.32374 0.23240 1.82683
C 4.81838 2.08417 0.03290
C 1.54501 1.23265 -0.93394
C 1.02027 1.19595 -2.01768
C 0.25238 -0.66920 1.20554
C -5.08039 -0.30789 0.16204
C -1.01108 0.07586 0.72554
C -6.64947 0.94972 -1.45926
C -6.51294 2.96550 0.14197
C -2.91186 -1.63280 0.65271
C -4.03131 -1.30185 -0.34339
C 4.72272 1.39761 -2.42132
C 3.21877 -3.45262 0.08402
C -7.40304 2.03897 -0.68334
C 5.60927 1.67475 -1.21222
C 5.37767 -3.74187 2.11438
C 3.92330 0.95615 0.59925
C 4.24513 -2.73395 2.14370
C -7.26297 4.17213 0.69899
H -4.66243 0.70301 0.11054
H 3.43051 -3.09033 2.78354
H 1.24691 -3.47433 0.97432
H 3.98742 0.08530 -0.06148
H 2.38212 3.91621 0.42275
H 5.75504 -3.89878 3.12457
H -5.27505 -0.49170 1.22374
H -5.67772 3.30808 -0.47892
H -2.07614 -0.72253 2.42188
H 4.24627 2.98538 -0.19973
H -4.54280 -2.23657 -0.59187
H -6.07362 2.41069 0.97937
H -8.12379 1.55589 -0.01479
H -3.60905 -0.94201 -1.28884
H -7.21300 0.71281 -2.36385
H -3.26208 -2.37786 1.37012
H -7.97667 2.64791 -1.38774
H 4.08447 0.52692 -2.24823
H 5.54325 2.36257 0.79743
H 0.57021 1.12525 -2.98212
H 6.19703 -3.38300 1.49071
H -0.02729 -1.37614 1.99082
H 0.70331 -1.26976 0.41236
H 6.28396 2.49559 -1.45659
H 0.91679 0.83420 2.64407
H -2.10323 -2.12319 0.09603
H -7.99080 3.86978 1.45385
H -0.90143 1.15530 0.87860
H 6.23875 0.80883 -0.99716
H 1.65760 -4.92451 0.04717
H 2.34041 -4.68499 1.64842
H -6.36794 -1.19361 -1.33380
H 4.60194 -1.79529 2.57357
H 4.97100 -0.92917 -3.51299
H -6.56978 4.86541 1.18088
H 2.13872 -0.37311 2.23866
H 5.05567 -4.70987 1.73071
H 2.89803 -2.99044 -0.85164
H -5.69235 1.36995 -1.79356
H 4.08687 2.24330 -2.68526
H -1.10680 -0.07062 -0.35339
H -3.00763 0.39652 1.47334
H -7.22709 -0.49255 0.01559
H -7.77402 4.71945 -0.09476
H 4.01117 -4.16291 -0.16842
H 4.22310 0.65811 1.60410

As for the net charge: +1. As for the HOMO energy: -0.4605 hartree.

Here are the Löwdin charges for atoms 1 to 4, given in e:
1 S 0.6438
2 S 0.6044
3 P 0.6223
4 O -0.1406

***

[5]
Computed, not measured: one molecule with the formula C13H17NOS2, with ωB97M-V/def2-TZVPD.

Positions of all 34 atoms, in Å:
S 1.48002 1.05345 -0.26248
S -1.05861 0.58234 -1.77339
O 0.27521 -0.76933 1.54895
N 1.27093 -0.44798 -2.42341
C -1.30058 0.54094 2.72163
C -1.52845 -0.47196 3.65471
C 2.88306 -1.89652 -1.26520
C 0.63150 -1.09483 -3.55282
C -2.49092 -0.32322 4.63331
C 2.67927 -0.72097 -2.21791
C -0.25157 0.30784 1.70252
C -3.03150 1.84677 3.76170
C 0.65216 -0.20206 -4.78976
C 0.55574 0.30396 -1.58694
C -2.06459 1.70572 2.78368
C 0.12947 1.50371 0.85056
C -3.24478 0.83825 4.68825
H 2.41788 -1.68558 -0.30589
H -2.65683 -1.11169 5.35219
H 0.09926 0.71278 -4.59314
H 3.94433 -2.06777 -1.10991
H -0.40313 -1.32167 -3.28325
H -1.92079 2.49800 2.06587
H 1.67284 0.05837 -5.06154
H -0.93253 -1.37036 3.59168
H 0.46595 2.34160 1.45873
H 1.15666 -2.03215 -3.74782
H -3.62440 2.74857 3.80132
H 0.18667 -0.71721 -5.62516
H -0.71511 1.80052 0.21754
H 2.43766 -2.80106 -1.67316
H 3.12126 -0.93911 -3.19284
H 3.16469 0.17312 -1.81822
H -4.00079 0.95751 5.45023

As for the net charge: 0. As for the energy relative to the best compared isomer or geometry (same formula, charge and spin): 0.011 eV. As for the HOMO energy: -0.3015 hartree.

Here are the Löwdin charges for atoms 1 to 4, given in e:
1 S 0.9602
2 S 0.6895
3 O 0.0619
4 N -0.2161

***

[6]
Computed, not measured: C9H8Br2N2S as an isolated structure, with ωB97M-V/def2-TZVPD.

Positions of all 22 atoms, in Å:
Br -1.05013 -1.68937 2.67415
Br -4.02456 -0.57304 1.15062
S 3.84605 -0.24423 -2.49530
N 2.47615 -1.07357 -2.40319
N 3.74925 0.65949 -1.18275
C -2.27010 0.99868 -0.41076
C 2.58762 0.35312 -0.59433
C 0.87645 0.45741 1.05252
C 0.60143 -1.10217 -0.79687
C -2.24236 0.18045 0.86569
C 0.12660 -0.54984 0.35048
C 2.07067 0.90869 0.60451
C 1.85218 -0.65827 -1.29103
C -1.22377 -0.96093 0.85325
H -2.06216 0.81236 1.73215
H 0.03592 -1.85849 -1.32324
H 2.62849 1.66178 1.14150
H -1.60095 -1.80096 0.27903
H -2.60608 0.39711 -1.25378
H -1.28399 1.40113 -0.63837
H -2.95986 1.83223 -0.29188
H 0.47315 0.84842 1.97762

As for the net charge: 0. As for the energy relative to the best compared isomer or geometry (same formula, charge and spin): 0.000 eV. As for the HOMO energy: -0.3463 hartree.

Here are the Löwdin charges for atoms 1 to 4, given in e:
1 Br 0.7050
2 Br 0.6842
3 S 1.0046
4 N -0.2348